Record 1
Here is a single C19H19N5O4S molecule at a distorted geometry from the Open Molecules 2025 dataset. Energies are from ωB97M-V with the def2-TZVPD basis set.

Energy above the lowest of the compared OMol25 structures with the same formula, charge and spin = 0.0 kcal per mole
SMILES = COc1ccc(C(=O)NNC(=O)CSc2nnc(-c3ccc(O)cc3)n2C)cc1
E = -46486.9862 eV

ORCA input file:
```
! wB97M-V def2-TZVPD RIJCOSX def2/J DEFGRID3
* xyz 0 1
C -5.283 -0.523 0.892
O -4.578 -0.809 -0.297
C -3.281 -1.199 -0.210
C -2.551 -1.274 0.973
C -1.222 -1.654 0.944
C -0.602 -1.980 -0.256
C 0.821 -2.362 -0.366
O 1.292 -3.045 -1.252
N 1.624 -1.895 0.645
N 3.003 -1.924 0.426
C 3.779 -1.026 1.064
O 3.343 -0.339 1.974
C 5.190 -0.930 0.538
S 5.334 0.661 -0.391
C 3.680 0.715 -0.965
N 3.160 -0.052 -1.882
N 1.847 0.165 -1.891
C 1.562 1.060 -0.970
C 0.203 1.450 -0.643
C -0.748 1.454 -1.662
C -2.066 1.743 -1.386
C -2.463 2.023 -0.081
O -3.753 2.295 0.238
C -1.519 2.007 0.942
C -0.200 1.719 0.664
N 2.712 1.463 -0.352
C 2.931 2.451 0.666
C -1.345 -1.929 -1.436
C -2.662 -1.538 -1.416
H -6.300 -0.290 0.581
H -5.301 -1.387 1.563
H -4.856 0.340 1.411
H -3.005 -1.033 1.920
H -0.683 -1.724 1.878
H 1.351 -1.145 1.269
H 3.221 -2.367 -0.465
H 5.908 -0.852 1.352
H 5.441 -1.748 -0.134
H -0.433 1.219 -2.665
H -2.801 1.741 -2.180
H -4.307 2.220 -0.550
H -1.842 2.211 1.950
H 0.507 1.670 1.478
H 2.973 1.970 1.647
H 3.887 2.941 0.480
H 2.129 3.186 0.639
H -0.856 -2.192 -2.361
H -3.244 -1.487 -2.323
*
```

Record 2
Here is a single C19H19NO5 molecule from the Open Molecules 2025 dataset. Energies are from ωB97M-V with the def2-TZVPD basis set.

Energy above the lowest of the compared OMol25 structures with the same formula, charge and spin = 10.2 kcal per mole
SMILES = CCOC(=O)COc1ccc2c(c1)C(=O)C[C@@](C)(c1cccnc1)O2
E = -31739.0773 eV

ORCA input file:
```
! wB97M-V def2-TZVPD RIJCOSX def2/J DEFGRID3
* xyz 0 1
C 6.337 1.621 0.362
C 4.882 1.924 0.039
O 4.352 0.994 -0.913
C 3.910 -0.170 -0.442
O 3.904 -0.495 0.712
C 3.406 -1.042 -1.594
O 2.591 -2.094 -1.156
C 1.430 -1.778 -0.508
C 0.714 -2.858 0.022
C -0.485 -2.664 0.667
C -1.004 -1.378 0.822
C -0.278 -0.292 0.325
C 0.925 -0.502 -0.355
C -0.730 1.080 0.587
O -0.238 2.068 0.092
C -1.853 1.134 1.607
C -2.858 0.013 1.317
C -3.987 -0.008 2.350
C -3.443 0.183 -0.078
C -3.437 -0.846 -1.012
C -3.990 -0.629 -2.264
C -4.541 0.612 -2.535
N -4.571 1.593 -1.649
C -4.038 1.384 -0.462
O -2.205 -1.253 1.438
H 6.417 0.649 0.842
H 6.932 1.618 -0.548
H 6.724 2.379 1.036
H 4.272 1.882 0.947
H 4.775 2.901 -0.436
H 4.270 -1.518 -2.066
H 2.904 -0.408 -2.337
H 1.125 -3.848 -0.093
H -1.041 -3.498 1.067
H 1.431 0.378 -0.719
H -2.326 2.114 1.595
H -1.414 0.971 2.596
H -3.572 -0.138 3.346
H -4.553 0.918 2.312
H -4.653 -0.841 2.139
H -3.011 -1.807 -0.767
H -3.992 -1.411 -3.007
H -4.984 0.836 -3.496
H -4.097 2.225 0.216
*
```

Record 3
Here is a gas-phase ion, C19H19O2 (charge +1) at a distorted geometry from the Open Molecules 2025 dataset. Energies are from ωB97M-V with the def2-TZVPD basis set.

Energy above the lowest of the compared OMol25 structures with the same formula, charge and spin = 0.0 kcal per mole
E = -24097.0892 eV

ORCA input file:
```
! wB97M-V def2-TZVPD RIJCOSX def2/J DEFGRID3
* xyz 1 1
C -2.692 5.123 1.426
O -3.137 4.326 0.325
C -2.916 2.991 0.352
C -3.292 2.210 -0.771
C -3.298 0.831 -0.685
C -3.057 0.150 0.515
C -3.417 -1.286 0.716
C -2.307 -2.197 1.184
C -2.454 -3.597 0.994
C -1.645 -4.532 1.693
C -0.662 -4.114 2.607
C 0.010 -5.068 3.518
C -0.421 -2.751 2.640
C -1.135 -1.837 1.865
C -2.638 0.929 1.589
C -2.565 2.315 1.522
H -2.906 6.147 1.131
H -3.266 4.855 2.324
H -1.615 5.008 1.632
H -3.721 2.739 -1.613
H -3.623 0.306 -1.571
H -3.745 -1.691 -0.299
H -3.214 -4.023 0.365
H -1.842 -5.604 1.648
H 0.469 -4.587 4.363
H -0.618 -5.861 3.875
H 0.798 -5.538 2.963
H 0.236 -2.390 3.443
H -0.833 -0.801 1.975
H -2.419 0.446 2.517
H -2.326 2.864 2.424
C -4.808 -1.491 1.516
C -5.936 -0.745 0.925
C -6.988 -1.619 0.674
C -6.541 -2.866 1.140
O -5.325 -2.829 1.679
H -4.319 -1.275 2.538
H -5.926 0.312 0.751
H -8.014 -1.411 0.414
H -7.012 -3.831 1.140
*
```